Record 1
{"formula": "C25H47N3O8", "method": "the ωB97M-V functional and the def2-TZVPD basis", "symbols": ["N", "C", "C", "C", "C", "N", "C", "C", "C", "N", "C", "C", "H", "H", "H", "H", "H", "H", "H", "C", "O", "C", "C", "O", "C", "H", "H", "H", "H", "H", "H", "H", "H", "H", "H", "C", "O", "C", "C", "O", "C", "H", "H", "H", "H", "H", "H", "H", "H", "H", "H", "C", "O", "C", "C", "O", "C", "H", "H", "H", "H", "H", "H", "H", "H", "H", "H", "C", "O", "C", "C", "O", "C", "H", "H", "H", "H", "H", "H", "H", "H", "H", "H"], "coordinates": [[1.096, 5.283, -0.256], [1.728, 4.723, 0.521], [2.540, 4.017, 1.514], [3.763, 3.320, 0.839], [4.061, 2.083, 1.569], [4.252, 1.138, 2.193], [4.967, 4.245, 0.795], [5.816, 4.385, 1.887], [6.863, 5.294, 1.802], [7.107, 6.049, 0.731], [6.289, 5.906, -0.307], [5.212, 5.022, -0.328], [2.890, 4.746, 2.247], [1.916, 3.285, 2.028], [3.482, 3.065, -0.185], [5.699, 3.796, 2.789], [7.541, 5.404, 2.642], [6.493, 6.520, -1.178], [4.582, 4.959, -1.207], [-1.100, -1.957, 0.021], [0.271, -2.309, -0.062], [1.060, -1.356, -0.750], [1.804, -0.437, 0.195], [0.935, 0.380, 0.964], [0.714, -0.109, 2.275], [-1.558, -2.609, 0.764], [-1.232, -0.918, 0.329], [-1.598, -2.113, -0.942], [0.439, -0.766, -1.433], [1.793, -1.905, -1.349], [2.440, 0.234, -0.392], [2.457, -1.019, 0.852], [1.596, 0.057, 2.904], [0.476, -1.174, 2.271], [-0.130, 0.442, 2.689], [-4.570, -4.011, -5.499], [-3.853, -3.010, -6.196], [-3.835, -1.760, -5.529], [-2.557, -1.541, -4.748], [-2.409, -2.469, -3.686], [-1.549, -3.552, -3.992], [-4.330, -4.967, -5.963], [-4.290, -4.049, -4.443], [-5.649, -3.840, -5.579], [-4.699, -1.671, -4.862], [-3.917, -0.980, -6.292], [-2.584, -0.539, -4.307], [-1.695, -1.590, -5.420], [-0.501, -3.237, -3.946], [-1.757, -3.966, -4.981], [-1.714, -4.324, -3.241], [5.385, 2.221, 5.305], [6.261, 3.336, 5.215], [5.799, 4.483, 5.907], [6.449, 4.638, 7.266], [6.114, 3.580, 8.144], [7.111, 2.578, 8.239], [5.930, 1.347, 4.956], [5.046, 2.053, 6.329], [4.514, 2.363, 4.657], [4.710, 4.448, 6.020], [6.048, 5.359, 5.299], [6.093, 5.568, 7.719], [7.536, 4.713, 7.151], [7.957, 2.927, 8.840], [7.473, 2.274, 7.255], [6.660, 1.719, 8.733], [-7.541, -3.573, -2.689], [-8.307, -3.481, -3.877], [-8.305, -4.668, -4.650], [-9.551, -5.501, -4.437], [-9.653, -5.987, -3.111], [-10.519, -5.227, -2.289], [-7.797, -2.713, -2.072], [-7.763, -4.488, -2.136], [-6.469, -3.540, -2.912], [-7.414, -5.265, -4.427], [-8.259, -4.373, -5.703], [-9.508, -6.368, -5.103], [-10.438, -4.916, -4.701], [-11.567, -5.426, -2.538], [-10.327, -4.156, -2.383], [-10.339, -5.532, -1.260]], "forces_ev_per_a": [[0.055, -0.035, -0.034], [0.009, 0.049, 0.133], [0.016, 0.013, -0.122], [0.000, 0.160, 0.081], [-0.062, -0.039, 0.052], [0.020, 0.042, -0.100], [0.048, 0.074, -0.030], [0.063, 0.061, -0.084], [-0.095, -0.084, -0.028], [-0.049, -0.060, 0.039], [-0.150, -0.121, -0.006], [0.062, 0.082, 0.056], [0.005, -0.097, 0.045], [-0.033, 0.001, -0.100], [0.017, -0.167, 0.057], [-0.003, -0.019, 0.030], [-0.001, 0.031, -0.049], [0.028, 0.004, 0.049], [0.016, -0.018, 0.040], [-0.051, -0.047, -0.082], [0.023, 0.043, 0.092], [-0.070, -0.049, -0.047], [0.125, 0.128, 0.055], [-0.035, 0.017, -0.034], [0.019, 0.010, 0.042], [0.019, -0.024, -0.010], [0.008, 0.001, 0.011], [-0.011, 0.050, -0.002], [-0.008, 0.002, -0.003], [0.009, 0.020, -0.003], [0.018, -0.053, -0.047], [-0.004, -0.007, 0.003], [0.009, -0.032, -0.013], [-0.011, 0.002, 0.000], [0.010, 0.022, -0.004], [-0.040, -0.006, -0.041], [0.095, -0.022, 0.058], [-0.066, -0.001, -0.064], [0.047, 0.046, 0.074], [-0.059, -0.055, -0.006], [0.026, 0.029, 0.035], [-0.011, 0.011, -0.026], [-0.002, -0.006, 0.003], [0.001, 0.018, 0.042], [-0.002, 0.000, 0.007], [0.000, 0.008, 0.009], [0.004, 0.005, -0.013], [-0.002, -0.009, -0.011], [0.007, -0.014, -0.036], [-0.002, -0.005, -0.002], [0.011, 0.023, 0.028], [0.006, 0.029, -0.015], [0.020, -0.016, 0.022], [-0.014, 0.001, -0.089], [0.013, 0.020, 0.081], [-0.040, -0.050, -0.059], [0.002, 0.009, 0.016], [0.003, 0.016, -0.039], [0.028, 0.016, 0.019], [-0.051, -0.018, 0.026], [-0.002, -0.002, 0.009], [-0.014, 0.005, 0.011], [0.009, 0.010, -0.010], [0.004, -0.005, -0.011], [0.017, 0.004, -0.023], [-0.001, -0.005, -0.003], [-0.003, 0.017, 0.025], [0.009, 0.012, -0.010], [-0.046, -0.020, 0.036], [0.060, 0.073, -0.053], [-0.048, -0.067, 0.029], [0.065, 0.044, 0.028], [-0.009, -0.015, -0.003], [0.012, 0.017, -0.019], [-0.002, 0.001, 0.007], [0.004, -0.029, 0.006], [-0.014, -0.028, 0.008], [0.005, -0.023, -0.006], [-0.003, 0.012, -0.014], [0.000, 0.012, 0.001], [-0.003, 0.026, -0.014], [0.001, 0.004, 0.005], [-0.012, -0.027, -0.007]], "mulliken_charge": [-0.44, 0.06, -0.44, 1.01, -0.59, -0.52, -0.04, -0.22, -0.39, -0.62, -0.39, -0.41, 0.38, 0.39, 0.65, 0.41, 0.45, 0.37, 0.40, -0.37, -0.38, -0.58, -0.32, -0.34, -0.85, 0.26, 0.27, 0.03, 0.32, 0.37, 0.24, 0.37, 0.31, 0.43, 0.22, -0.61, -0.39, -0.55, -0.47, -0.31, -0.93, 0.30, 0.25, 0.27, 0.25, 0.38, 0.39, 0.35, 0.31, 0.47, 0.26, -0.84, -0.36, -0.37, -0.69, -0.37, -0.67, 0.26, 0.43, 0.28, 0.33, 0.37, 0.40, 0.34, 0.32, 0.28, 0.24, -0.52, -0.38, -0.34, -0.70, -0.38, -0.72, 0.26, 0.34, 0.10, 0.31, 0.40, 0.40, 0.35, 0.32, 0.32, 0.24], "largest_force_ev_per_a": 0.2, "homo_lumo_gap_ev": 9.78, "e_tot_ev": -47531.77684, "relative_energy_kj_mol": 0.0, "total_charge": 0, "smiles": "N#CC[C@H](C#N)c1ccncc1.COCCOC.COCCOC.COCCOC.COCCOC"}

***

Record 2
{"formula": "C25H47N4O3PdSSbSi", "method": "the ωB97M-V functional and the def2-TZVPD basis", "symbols": ["Pd", "C", "C", "N", "N", "C", "S", "N", "N", "H", "H", "H", "H", "H", "H", "C", "C", "C", "C", "C", "C", "C", "C", "C", "C", "O", "O", "H", "H", "H", "H", "H", "H", "H", "H", "H", "H", "H", "C", "C", "C", "Sb", "C", "C", "C", "C", "C", "C", "H", "H", "H", "H", "H", "H", "H", "H", "H", "H", "H", "H", "H", "H", "H", "H", "H", "H", "H", "H", "H", "C", "Si", "C", "C", "O", "H", "H", "H", "H", "H", "H", "H", "H", "H"], "coordinates": [[0.248, 0.953, 0.790], [-0.079, -3.710, 4.094], [-1.073, -2.709, 3.639], [-2.335, -2.707, 3.923], [-2.804, -1.621, 3.226], [-1.864, -0.953, 2.526], [-2.155, 0.413, 1.601], [-0.736, -1.673, 2.808], [0.579, -1.448, 2.400], [-0.527, -4.347, 4.854], [0.801, -3.203, 4.486], [0.237, -4.311, 3.240], [-3.763, -1.341, 3.282], [0.858, -0.529, 2.782], [0.560, -1.377, 1.385], [-5.018, -3.005, -5.221], [-4.019, -2.765, -4.114], [-2.664, -2.634, -4.389], [-1.730, -2.437, -3.372], [-0.266, -2.287, -3.701], [-2.160, -2.381, -2.045], [-3.523, -2.507, -1.749], [-4.000, -2.448, -0.323], [-4.431, -2.692, -2.788], [-1.124, -2.260, -0.925], [-1.004, -3.265, -0.189], [-0.484, -1.177, -0.873], [-4.582, -2.777, -6.196], [-5.907, -2.381, -5.092], [-5.349, -4.048, -5.238], [-2.324, -2.685, -5.421], [-0.105, -2.266, -4.780], [0.307, -3.116, -3.275], [0.122, -1.370, -3.258], [-3.759, -1.478, 0.119], [-3.485, -3.203, 0.275], [-5.079, -2.611, -0.262], [-5.490, -2.786, -2.556], [3.093, 1.167, -4.186], [2.666, 2.272, -3.219], [1.982, 3.399, -3.990], [1.222, 1.436, -1.715], [2.775, 0.279, -0.627], [2.771, -1.177, -1.095], [4.187, 0.856, -0.692], [1.180, 3.401, -0.639], [1.863, 3.304, 0.729], [-0.293, 3.803, -0.474], [3.785, 1.546, -4.954], [2.217, 0.757, -4.704], [3.585, 0.338, -3.669], [3.553, 2.669, -2.711], [1.071, 3.030, -4.479], [2.636, 3.806, -4.778], [1.693, 4.227, -3.337], [2.431, 0.310, 0.417], [3.186, -1.267, -2.106], [1.762, -1.592, -1.094], [3.390, -1.787, -0.422], [4.572, 0.832, -1.717], [4.863, 0.252, -0.070], [4.239, 1.885, -0.336], [1.671, 4.155, -1.263], [1.420, 2.479, 1.339], [1.721, 4.237, 1.294], [2.934, 3.117, 0.655], [-0.814, 3.072, 0.144], [-0.815, 3.863, -1.433], [-0.375, 4.780, 0.026], [-0.145, 0.560, 5.674], [0.793, 1.636, 4.404], [-0.401, 3.058, 3.997], [2.107, 2.509, 5.491], [1.414, 0.819, 3.205], [-0.602, 1.165, 6.469], [0.544, -0.151, 6.147], [-0.945, -0.019, 5.195], [-0.660, 3.651, 4.884], [-1.326, 2.672, 3.562], [0.048, 3.732, 3.258], [1.637, 3.011, 6.349], [2.664, 3.264, 4.923], [2.833, 1.785, 5.884]], "forces_ev_per_a": [[-0.739, -0.226, 0.172], [-0.014, 0.053, -0.027], [0.243, 0.025, -0.244], [-0.249, 0.159, 0.002], [-0.022, -0.098, 0.055], [-0.172, -0.203, 0.288], [0.371, 0.101, -0.063], [0.022, -0.047, -0.090], [-0.527, -1.193, -0.252], [-0.021, 0.019, -0.020], [-0.003, -0.030, -0.001], [0.030, 0.020, 0.018], [-0.087, -0.019, -0.023], [0.514, 0.571, 0.242], [-0.104, -0.224, -0.325], [0.029, 0.023, 0.066], [-0.013, -0.007, -0.064], [-0.024, 0.005, 0.036], [-0.008, 0.059, -0.043], [-0.067, -0.044, 0.016], [0.028, -0.115, 0.016], [0.017, -0.059, -0.046], [0.035, -0.038, 0.030], [0.013, 0.037, 0.000], [0.320, 0.257, 0.254], [-0.086, 0.156, -0.044], [-0.234, -0.610, -0.078], [-0.021, -0.009, 0.023], [0.029, -0.032, -0.021], [-0.003, 0.029, -0.015], [0.012, 0.019, 0.020], [-0.013, -0.033, -0.005], [0.010, 0.047, -0.004], [0.016, 0.018, 0.005], [0.003, -0.007, 0.020], [0.001, 0.030, -0.022], [0.018, 0.028, -0.026], [0.040, 0.013, 0.012], [-0.004, 0.073, 0.098], [0.014, -0.038, -0.131], [0.027, -0.070, 0.019], [0.175, 0.397, 0.045], [0.090, 0.160, -0.223], [-0.065, 0.070, 0.079], [-0.067, -0.077, 0.025], [-0.095, -0.297, 0.006], [-0.245, -0.007, -0.101], [0.252, 0.205, -0.074], [-0.031, -0.040, -0.002], [0.062, -0.009, 0.027], [-0.041, 0.061, -0.077], [-0.114, -0.020, 0.046], [0.055, 0.048, 0.021], [-0.051, -0.016, 0.024], [0.005, -0.048, -0.078], [0.028, -0.007, 0.024], [-0.014, -0.027, 0.022], [-0.010, 0.004, 0.011], [0.005, 0.025, -0.073], [0.022, 0.013, 0.074], [0.005, 0.037, -0.032], [0.024, -0.018, -0.029], [0.146, -0.038, 0.034], [0.314, 0.438, 0.014], [0.017, -0.056, 0.028], [-0.029, -0.023, 0.005], [-0.085, -0.098, 0.043], [0.013, -0.003, 0.001], [0.007, -0.015, -0.048], [-0.053, -0.106, -0.081], [0.010, 0.423, 0.641], [-0.024, -0.031, -0.194], [0.093, -0.061, 0.043], [0.175, 0.600, 0.176], [0.059, -0.025, -0.088], [-0.062, 0.026, -0.042], [0.073, 0.062, 0.053], [0.083, -0.097, -0.012], [0.005, -0.008, -0.049], [-0.033, -0.038, 0.044], [0.032, -0.037, -0.084], [-0.056, -0.078, 0.014], [-0.057, 0.070, -0.060]], "mulliken_charge": [-0.17, -1.33, 1.17, -1.09, 0.37, 0.12, -0.60, 1.12, -1.11, 0.41, 0.27, 0.23, 0.20, 0.27, 0.07, -1.46, 0.79, -1.00, 0.93, -1.10, 0.61, 0.97, -1.27, -1.07, -0.03, -0.80, 0.28, 0.35, 0.34, 0.27, 0.23, 0.35, 0.33, -0.01, 0.08, 0.31, 0.29, 0.27, -1.39, 0.10, -1.42, -0.33, 1.51, -1.14, -1.67, 0.05, -0.74, -1.13, 0.40, 0.30, 0.25, 0.37, 0.27, 0.40, 0.34, -0.25, 0.34, 0.09, 0.42, 0.30, 0.43, 0.28, 0.53, -0.28, 0.52, 0.11, -0.02, 0.36, 0.43, -1.01, 0.58, -0.94, -1.23, -0.89, 0.36, 0.22, 0.22, 0.40, 0.27, 0.15, 0.27, 0.26, 0.30], "largest_force_ev_per_a": 1.3, "homo_lumo_gap_ev": 5.37, "e_tot_ev": -67522.97365, "relative_energy_kj_mol": 78.4, "total_charge": -2}